Molecular formula: C4H6INO
Method: DFT, wB97M-V/def2-TZVPD

Structure (XYZ):
```
13
Properties=species:S:1:pos:R:3:forces:R:3:lowdin_charge:R:1
I -1.32006 2.26407 -1.04610 -0.57 -0.31 0.10 0.77
O 0.76356 0.64259 2.39965 0.20 -0.77 -0.45 0.09
N 0.82636 0.02250 0.07211 -0.52 -0.67 -0.93 -0.08
C 1.88762 -0.51106 -0.66175 4.60 1.63 1.37 -0.07
C 0.46500 0.09642 1.36713 -1.42 1.44 2.29 -0.49
C -2.32212 0.61080 -0.26516 -2.55 1.28 -0.78 -0.61
C -0.41503 -0.56687 0.48166 1.78 -1.33 1.90 -0.03
H -2.83617 0.80281 0.70401 0.65 -0.27 -0.84 0.00
H 1.44396 -0.86403 -1.52365 -0.22 -1.16 -2.04 0.05
H 2.56553 -1.25965 -0.08384 -1.46 0.79 -0.94 0.12
H -0.85925 -1.57522 0.47191 0.45 0.55 -0.57 0.12
H -2.84206 -0.03240 -1.01323 0.62 0.57 0.70 -0.01
H 2.64265 0.37004 -0.90275 -1.56 -1.74 0.19 0.13
```
Forces are in eV/Å.

The energy relative to the best compared isomer or geometry (same formula, charge and spin) is 55.7 kcal/mol. As for the molar mass: 211.00 Da. The total energy comes out at -15876.4035 eV. Its largest force on an atom is 5.07 eV/A. The HOMO energy (alpha / beta) comes out at -6.5 / -9.5 eV. For the gap between HOMO and LUMO (alpha / beta), the calculation gives 6.9 / 7.7 eV. Its multiplicity is 3. Its charge is 0.